Record 1
This record from OMol25 describes a molecular structure, C27H27BInN9S2. The level of theory is ωB97M-V/def2-TZVPD.

Cartesian coordinates (Å):
In  -0.26996  0.25583  0.88921
C  -0.95800  3.59364  3.66265
N  -1.93101  2.51526  3.60540
C  -2.59515  1.95271  4.66583
C  -3.38128  0.97100  4.15552
N  -3.22265  0.94545  2.79154
B  -4.15919  -0.01471  1.94980
N  -3.71641  -0.25684  0.45931
C  -4.51171  0.09472  -0.60456
C  -4.09786  -0.59054  -1.69727
N  -3.02953  -1.36154  -1.30143
C  -2.35829  -2.35778  -2.11663
C  -2.82301  -1.14805  0.01506
S  -1.53999  -1.87304  0.94034
C  -2.32520  1.88030  2.47590
S  -1.67116  2.27712  0.91170
H  -0.81254  3.88904  4.69773
H  -1.30763  4.45132  3.09270
H  -0.00661  3.26434  3.24623
H  -2.47333  2.29884  5.67773
H  -4.07347  0.31345  4.65255
H  -5.23402  0.50290  1.90547
H  -4.13951  -1.07210  2.50809
H  -5.32586  0.78909  -0.49532
H  -4.47839  -0.59468  -2.70385
H  -2.37024  -2.04549  -3.15823
H  -2.86707  -3.31732  -2.03004
H  -1.33457  -2.48091  -1.77576
N  -0.00139  -0.14589  3.36016
C  1.37713  -0.02448  3.75003
C  1.77497  -0.02158  5.06009
C  3.13750  0.04615  5.40547
C  4.09362  0.10898  4.43351
C  3.71832  0.15478  3.07284
C  4.65692  0.26760  2.02602
C  4.22856  0.37059  0.72939
C  2.85574  0.36439  0.47337
N  1.94948  0.21364  1.42501
C  2.34399  0.10300  2.72486
H  -0.61032  0.16556  4.11213
H  -0.22856  -1.12996  3.22145
H  1.03320  -0.09142  5.84727
H  3.41749  0.02610  6.44957
H  5.14486  0.12869  4.68948
H  5.71270  0.29013  2.26587
H  4.92451  0.47533  -0.09014
H  2.48196  0.51132  -0.53239
N  3.75626  -2.93445  -8.78532
C  3.18567  -2.46707  -7.90519
C  2.49777  -1.88518  -6.79145
C  2.97731  -2.10167  -5.50087
C  2.34096  -1.52323  -4.42030
C  1.21239  -0.73498  -4.61744
C  0.72468  -0.52806  -5.90047
C  1.36771  -1.09615  -6.98490
N  0.55642  -0.12970  -3.49829
C  -0.32725  0.92572  -3.53611
C  -0.69112  1.18058  -2.25218
N  -0.04280  0.29253  -1.42652
C  0.69988  -0.47785  -2.20577
H  3.85411  -2.71616  -5.35240
H  2.75048  -1.67738  -3.43149
H  -0.16252  0.06603  -6.07016
H  0.99312  -0.93152  -7.98543
H  -0.61281  1.42176  -4.44571
H  -1.37165  1.92620  -1.87751
H  1.29439  -1.30433  -1.85616

For the LUMO energy, the calculation gives -0.2239 Ha. The value obtained for the HOMO energy is -14.09 eV. The total charge is +2. As for the total energy: -2548.930008 a.u. As for the spin multiplicity: 1.

---

Record 2
This record from OMol25 describes a molecular structure, C38H29BrNO6PtSeTe in a non-equilibrium geometry. The level of theory is ωB97M-V/def2-TZVPD.

Cartesian coordinates (Å):
Pt  0.74799  0.51774  1.97970
Br  0.83774  2.48620  4.20781
C  -0.32577  1.33613  5.15242
C  -0.80392  1.83597  6.32702
C  -1.70794  1.08232  7.10162
C  -2.07094  -0.16015  6.68487
C  -1.56899  -0.70550  5.47556
C  -1.96345  -2.00773  5.08520
C  -1.53441  -2.51995  3.90288
C  -0.70922  -1.75305  3.05206
C  -0.26361  -0.50029  3.37864
C  -0.69663  0.05474  4.63581
H  -0.48884  2.81598  6.65739
H  -2.11123  1.50206  8.01547
H  -2.77358  -0.75385  7.26020
H  -2.62130  -2.56933  5.74034
H  -1.82441  -3.51865  3.59646
H  -0.42251  -2.19669  2.11619
O  6.89319  0.79334  1.96180
C  5.70166  0.97637  2.05951
C  4.79957  1.60772  1.02050
O  5.15259  2.27150  0.06658
C  3.43624  1.22504  1.41903
C  3.47487  0.51355  2.64186
O  2.43892  -0.12511  3.10695
C  4.81936  0.52999  3.20359
O  5.18514  0.26710  4.33748
O  2.34569  1.42366  0.77610
Se  -0.88280  1.96495  0.90525
C  -5.27022  2.44329  -5.79682
C  -4.31675  1.94031  -4.74104
C  -4.23499  2.53484  -3.49218
C  -3.35304  2.06748  -2.51459
C  -3.35184  2.76475  -1.17763
C  -2.50295  0.97611  -2.78055
Te  -1.00048  0.13374  -1.13121
N  0.55314  -0.72594  0.21808
C  0.56842  -2.04520  0.03843
O  -0.20165  -2.65920  -0.75278
C  1.60255  -2.88643  0.75503
C  1.34155  -4.23164  1.00203
C  2.27140  -5.01481  1.67106
C  3.47703  -4.45723  2.08840
C  3.75412  -3.12593  1.81228
C  2.81894  -2.34724  1.14190
C  0.51366  0.17464  -2.61277
C  1.14196  -1.01901  -2.94550
C  2.10063  -1.05150  -3.94740
C  2.43069  0.11368  -4.62445
C  1.82620  1.30941  -4.26806
C  0.87484  1.37125  -3.25100
C  0.28762  2.70675  -2.87008
C  -2.62632  0.34229  -4.02783
C  -1.83241  -0.90142  -4.37728
C  -3.51112  0.83792  -4.98513
H  -5.68623  3.41447  -5.52269
H  -6.10196  1.74773  -5.93926
H  -4.76362  2.54653  -6.75958
H  -4.88172  3.38015  -3.26277
H  -4.14724  3.51198  -1.12405
H  -2.39764  3.26231  -0.99000
H  -3.49455  2.05423  -0.36303
H  0.39794  -4.64258  0.66227
H  2.06257  -6.06237  1.86126
H  4.19807  -5.06198  2.62716
H  4.69891  -2.68869  2.11490
H  3.03517  -1.32051  0.89185
H  0.85805  -1.93340  -2.43701
H  2.58124  -1.98883  -4.19973
H  3.16715  0.09564  -5.41991
H  2.10107  2.22300  -4.78505
H  0.83505  3.51783  -3.35196
H  0.34494  2.85083  -1.78850
H  -0.76313  2.76876  -3.16032
H  -1.74004  -1.56247  -3.51269
H  -0.82369  -0.64541  -4.70559
H  -2.32417  -1.44784  -5.18544
H  -3.58062  0.33570  -5.94907

For the LUMO energy (spin up / spin down), the calculation gives 0.1447 / 0.1447 Ha. The expectation value of S² is 0.7555. The value obtained for the HOMO energy (spin up / spin down) is -1.72 / -2.08 eV. The total charge is -2. As for the total energy: -7334.438711 a.u. As for the spin multiplicity: 2.